Entry 1:
{
  "formula": "C17H25N2O",
  "method": "ωB97M-V with the def2-TZVPD basis set",
  "symbols": ["C", "N", "C", "C", "C", "N", "C", "C", "O", "C", "C", "C", "C", "H", "H", "H", "H", "H", "H", "H", "H", "H", "H", "H", "H", "H", "H", "H", "H", "H", "H", "C", "C", "C", "C", "C", "C", "C", "H", "H", "H", "H", "H", "H", "H"],
  "coordinates": [[-2.508, 1.314, -3.057], [-1.429, 1.571, -2.125], [-1.746, 2.300, -0.915], [-1.961, 1.420, 0.299], [-0.975, 0.247, 0.306], [-1.173, -0.704, 1.261], [-2.502, -0.731, 1.926], [-2.610, -1.834, 2.974], [-1.986, -3.052, 2.582], [-0.587, -2.858, 2.297], [-0.365, -1.962, 1.127], [0.238, 0.241, -0.641], [-0.327, 0.685, -2.076], [-2.137, 1.042, -4.040], [-3.230, 0.552, -2.735], [-3.094, 2.229, -3.186], [-0.892, 2.917, -0.640], [-2.623, 2.915, -1.151], [-1.791, 1.994, 1.238], [-2.995, 1.034, 0.246], [-2.696, 0.217, 2.432], [-3.341, -0.884, 1.210], [-2.230, -1.524, 3.954], [-3.646, -2.153, 3.111], [-0.080, -2.518, 3.214], [-0.255, -3.870, 2.050], [-0.638, -2.492, 0.204], [0.677, -1.674, 1.068], [0.557, -0.895, -0.785], [-0.686, -0.183, -2.663], [0.526, 1.090, -2.642], [1.585, 0.997, -0.383], [2.491, 1.035, -1.537], [3.797, 0.648, -1.773], [4.803, 0.008, -1.001], [4.636, -0.365, 0.334], [3.431, -0.196, 1.052], [2.161, 0.273, 0.745], [1.078, 2.038, -0.131], [2.130, 1.639, -2.390], [4.155, 0.878, -2.762], [5.745, -0.224, -1.488], [5.474, -0.863, 0.815], [3.541, -0.543, 2.075], [1.477, 0.245, 1.601]],
  "atomic_forces_ev_per_a": [[-0.40, 0.26, 0.26], [-0.86, 1.20, 0.70], [0.63, 0.18, -0.75], [-0.04, -1.02, -0.26], [0.72, -0.08, 2.45], [-0.06, 1.35, -3.51], [-0.67, -0.54, 0.39], [0.11, -1.09, 0.30], [0.71, 0.77, -0.51], [-0.96, -1.12, 1.03], [-0.31, 0.23, 0.18], [-1.60, -3.29, -2.60], [0.16, -1.22, -0.73], [0.19, -0.06, -0.02], [0.09, -0.28, 0.06], [0.17, -0.03, -0.04], [0.04, 0.64, -0.32], [0.33, 0.05, 0.50], [-0.34, -0.39, -0.40], [0.43, 0.00, 0.46], [0.23, 0.00, -0.18], [0.90, 0.10, 0.00], [0.17, 0.14, -0.10], [-0.01, 0.58, -0.02], [-0.01, 0.05, -0.25], [0.33, 0.29, 0.08], [-0.18, 0.31, 0.15], [0.09, -0.08, 0.04], [-0.75, 2.38, 0.22], [0.67, -0.16, 0.53], [-0.43, -0.28, 0.24], [-2.01, 1.08, 1.09], [1.97, 0.92, -2.02], [-1.97, 0.50, 0.02], [-0.11, -1.24, 3.13], [1.12, 0.62, -3.51], [-2.48, 0.48, 0.55], [2.62, 0.07, 2.51], [1.89, -1.26, -0.15], [0.22, -0.48, 0.59], [-0.18, 0.27, -0.31], [-0.09, 0.15, 0.06], [-0.23, 0.16, 0.10], [-0.37, -0.11, 0.06], [0.26, -0.07, -0.04]],
  "mulliken_charge": [-1.03, 0.18, -1.37, -0.55, 0.21, 0.34, -0.39, -0.79, -0.37, -0.77, -0.31, -0.08, -1.14, 0.39, 0.35, 0.33, 0.39, 0.50, 0.44, 0.45, 0.37, 0.37, 0.35, 0.35, 0.37, 0.34, 0.29, 0.30, 0.50, 0.50, 0.06, 1.24, -0.62, -0.62, -0.46, -0.57, -0.57, -0.50, 0.12, 0.38, 0.32, 0.36, 0.35, 0.31, 0.63],
  "e_lumo_ev": -4.24,
  "charge": 1
}



Entry 2:
{
  "formula": "C17H25N2O6S2Tc",
  "method": "ωB97M-V with the def2-TZVPD basis set",
  "symbols": ["Tc", "C", "C", "C", "C", "C", "C", "C", "S", "O", "O", "N", "C", "C", "O", "O", "H", "H", "H", "H", "H", "H", "H", "H", "H", "N", "C", "O", "C", "C", "H", "H", "H", "H", "H", "H", "C", "C", "O", "C", "C", "H", "H", "H", "H", "H", "H", "H", "H", "H", "H", "S", "C"],
  "coordinates": [[-0.232, 1.739, -0.527], [3.270, -6.107, -1.068], [2.286, -4.983, -0.896], [1.368, -4.678, -1.894], [0.459, -3.644, -1.736], [0.486, -2.897, -0.566], [1.392, -3.186, 0.450], [2.279, -4.230, 0.277], [-0.642, -1.581, -0.364], [-1.803, -1.841, -1.161], [-0.728, -1.256, 1.023], [0.129, -0.262, -1.121], [0.242, -0.349, -2.605], [0.085, 1.004, -3.300], [0.237, 1.047, -4.503], [-0.230, 2.004, -2.538], [3.143, -6.602, -2.028], [3.151, -6.852, -0.280], [4.294, -5.733, -1.013], [1.357, -5.263, -2.805], [-0.270, -3.428, -2.504], [1.387, -2.597, 1.355], [2.984, -4.462, 1.066], [-0.562, -0.981, -2.971], [1.204, -0.791, -2.870], [-2.797, 4.940, -0.306], [-2.192, 3.759, -0.447], [-0.957, 3.679, -0.266], [-2.997, 2.546, -0.821], [-2.248, 1.202, -0.713], [-2.231, 5.764, -0.184], [-3.763, 5.049, -0.562], [-3.312, 2.723, -1.856], [-3.916, 2.558, -0.224], [-2.392, 0.647, -1.639], [-2.630, 0.588, 0.097], [2.057, 2.173, 3.081], [1.192, 2.766, 1.991], [-0.021, 2.030, 1.764], [-0.956, 2.200, 2.834], [-2.210, 1.409, 2.581], [2.996, 2.726, 3.127], [2.285, 1.133, 2.855], [1.595, 2.237, 4.066], [1.735, 2.746, 1.044], [0.927, 3.808, 2.209], [-1.167, 3.272, 2.938], [-0.483, 1.866, 3.760], [-2.841, 1.870, 1.822], [-2.789, 1.360, 3.505], [-1.973, 0.394, 2.265], [2.620, -0.014, 0.097], [1.185, 0.501, -0.441]],
  "atomic_forces_ev_per_a": [[0.48, 0.09, -0.06], [0.00, 0.02, -0.01], [0.03, -0.02, 0.02], [-0.04, 0.02, -0.03], [0.08, 0.00, 0.06], [0.09, -0.25, -0.01], [-0.06, -0.01, -0.10], [0.01, 0.02, 0.02], [0.21, 0.15, -0.13], [-0.03, -0.08, 0.13], [-0.10, 0.07, 0.12], [0.20, 0.54, -0.33], [0.11, -0.23, 0.29], [-0.04, 0.15, -0.09], [-0.02, -0.03, 0.01], [-0.01, 0.04, -0.06], [-0.01, -0.01, 0.00], [0.00, -0.01, 0.01], [0.00, 0.00, 0.01], [-0.01, 0.00, -0.01], [-0.04, 0.02, -0.01], [0.00, 0.02, 0.02], [0.01, -0.01, 0.00], [0.02, -0.03, -0.02], [-0.02, 0.02, -0.03], [-0.09, 0.03, -0.09], [0.30, -0.29, 0.04], [-0.12, 0.29, 0.07], [-0.24, 0.17, -0.05], [0.22, -0.10, -0.05], [0.00, -0.01, 0.02], [0.01, 0.00, 0.04], [0.04, -0.03, 0.00], [0.00, -0.01, -0.03], [-0.06, 0.03, 0.00], [-0.08, 0.07, 0.00], [0.05, 0.00, 0.06], [-0.09, 0.08, -0.04], [0.04, -0.15, 0.01], [0.08, 0.05, -0.02], [-0.16, -0.04, 0.06], [0.01, 0.00, -0.03], [-0.01, -0.02, -0.02], [-0.01, 0.01, -0.01], [0.03, -0.02, 0.03], [0.01, -0.01, -0.01], [-0.02, -0.02, 0.01], [-0.01, -0.03, -0.03], [0.04, 0.03, 0.00], [-0.01, 0.01, 0.00], [0.05, 0.02, 0.04], [0.46, 0.24, -0.21], [-1.30, -0.76, 0.42]],
  "mulliken_charge": [0.40, -1.43, 1.08, -0.87, -0.53, -0.11, -0.46, -0.84, 1.52, -0.67, -0.75, 0.42, -0.22, 0.08, -0.70, -0.64, 0.34, 0.34, 0.33, 0.30, 0.45, 0.58, 0.39, 0.34, 0.39, -0.40, 0.84, -0.57, -1.32, -1.05, 0.27, 0.20, 0.45, 0.47, 0.69, 0.56, -1.30, -0.29, 0.24, -0.52, -0.83, 0.41, 0.25, 0.39, 0.29, 0.40, 0.36, 0.28, 0.04, 0.50, 0.04, -0.30, 0.18],
  "e_lumo_ev": [0.09, 0.09]
}



Entry 3:
{
  "formula": "C17H25N3O6S",
  "method": "ωB97M-V with the def2-TZVPD basis set",
  "symbols": ["C", "C", "H", "H", "O", "C", "O", "N", "C", "H", "H", "C", "N", "C", "O", "C", "N", "C", "C", "C", "C", "C", "C", "H", "H", "O", "C", "H", "H", "H", "H", "H", "S", "O", "O", "C", "H", "H", "H", "H", "H", "C", "H", "C", "H", "H", "H", "H", "H", "H", "H", "H"],
  "coordinates": [[-2.063, -5.665, 2.224], [-2.036, -6.156, 0.783], [-3.031, -6.460, 0.451], [-1.337, -6.992, 0.683], [-1.652, -5.118, -0.118], [-0.326, -4.889, -0.219], [0.528, -5.525, 0.352], [-0.069, -3.884, -1.090], [1.277, -3.375, -1.213], [1.890, -3.886, -0.466], [1.681, -3.608, -2.205], [1.296, -1.869, -0.970], [0.413, -1.194, -1.910], [0.102, 0.115, -1.834], [-0.778, 0.613, -2.518], [0.950, 1.015, -0.939], [0.051, 1.893, -0.222], [0.519, 3.107, 0.294], [-0.397, 4.095, 0.656], [0.033, 5.302, 1.158], [1.394, 5.575, 1.303], [2.310, 4.597, 0.940], [1.873, 3.376, 0.450], [2.613, 2.633, 0.196], [3.371, 4.761, 1.039], [1.711, 6.806, 1.796], [3.068, 7.124, 1.981], [3.619, 7.107, 1.035], [3.547, 6.444, 2.693], [3.081, 8.135, 2.385], [-0.675, 6.064, 1.445], [-1.451, 3.905, 0.557], [-1.264, 1.137, 0.505], [-1.043, -0.280, 0.378], [-1.445, 1.656, 1.826], [-2.698, 1.574, -0.498], [-2.416, 1.439, -1.535], [-2.979, 2.596, -0.288], [-3.493, 0.893, -0.219], [1.575, 1.628, -1.596], [1.583, 0.448, -0.253], [-0.512, -2.063, -2.618], [0.011, -2.584, -3.425], [-1.126, -3.055, -1.640], [-1.627, -2.497, -0.839], [-1.860, -3.691, -2.141], [-1.286, -1.428, -3.052], [2.321, -1.504, -1.093], [0.951, -1.671, 0.052], [-2.434, -6.455, 2.872], [-2.710, -4.796, 2.313], [-1.059, -5.393, 2.537]],
  "atomic_forces_ev_per_a": [[0.09, 0.03, -0.42], [0.01, -0.37, 0.42], [0.14, 0.02, 0.01], [-0.18, 0.10, -0.04], [0.07, 0.30, -0.15], [0.00, -0.07, -0.25], [0.13, -0.28, 0.35], [-0.10, 0.11, 0.02], [0.30, 0.02, 0.09], [-0.03, 0.15, -0.16], [0.05, 0.02, 0.11], [0.27, -0.10, 0.29], [0.09, -0.15, -0.16], [0.38, -0.06, -0.61], [-0.02, 0.21, -0.10], [-0.07, -0.29, -0.03], [-0.72, -0.70, 0.21], [0.27, 0.74, 0.30], [0.24, 0.21, 0.02], [0.12, 0.05, 0.02], [-0.02, -0.15, -0.06], [0.08, 0.41, 0.14], [-0.35, -0.31, -0.12], [0.06, -0.09, -0.03], [0.08, 0.05, 0.01], [-0.31, -0.13, -0.06], [0.19, 0.05, 0.02], [-0.02, -0.02, 0.04], [-0.01, 0.01, -0.03], [0.06, -0.08, -0.03], [-0.10, 0.09, 0.03], [-0.13, 0.10, -0.01], [-0.47, 0.14, 0.24], [0.01, 0.01, -0.25], [-0.04, 0.30, -0.11], [0.69, -0.16, 0.27], [0.01, -0.01, -0.07], [-0.01, 0.19, 0.09], [-0.08, -0.13, 0.17], [-0.08, -0.09, 0.08], [0.04, 0.07, -0.12], [-0.32, -0.09, -0.15], [-0.11, 0.02, -0.01], [-0.35, 0.12, -0.14], [-0.05, -0.07, -0.15], [0.03, 0.16, 0.01], [0.13, -0.19, 0.02], [-0.06, -0.07, 0.11], [0.15, -0.04, -0.04], [-0.05, -0.07, 0.10], [-0.09, 0.05, 0.05], [0.05, 0.00, 0.07]],
  "mulliken_charge": [-1.13, -0.27, 0.31, 0.33, -0.40, 0.66, -0.67, 0.22, -1.35, 0.48, 0.32, -0.43, 0.20, -0.13, -0.76, -0.58, 0.32, 0.39, -0.04, -0.99, 0.78, -0.60, -0.55, 0.41, 0.38, -0.46, -0.84, 0.33, 0.34, 0.24, 0.42, 0.11, 0.94, -0.50, -0.67, -0.97, 0.32, 0.36, 0.42, 0.58, 0.60, -1.18, 0.26, -0.41, 0.30, 0.53, 0.52, 0.47, 0.41, 0.39, 0.29, 0.31],
  "e_lumo_ev": 0.61
}



Entry 4:
{
  "formula": "C17H25NO3",
  "method": "ωB97M-V with the def2-TZVPD basis set",
  "symbols": ["C", "O", "C", "C", "C", "C", "C", "C", "O", "C", "H", "H", "H", "H", "C", "C", "C", "C", "H", "H", "C", "H", "H", "H", "H", "H", "H", "C", "O", "N", "H", "C", "C", "H", "H", "H", "C", "H", "H", "H", "H", "H", "H", "H", "H", "H"],
  "coordinates": [[3.492, 3.556, -0.940], [3.569, 2.154, -0.923], [2.529, 1.441, -0.373], [1.391, 2.041, 0.148], [0.359, 1.301, 0.700], [0.434, -0.084, 0.760], [1.563, -0.685, 0.223], [2.612, 0.037, -0.337], [3.625, -0.747, -0.800], [4.763, -0.197, -1.424], [5.378, -1.056, -1.693], [4.501, 0.359, -2.327], [5.322, 0.453, -0.749], [1.666, -1.757, 0.219], [-0.689, -0.942, 1.297], [-0.201, -2.207, 2.020], [-1.387, -2.601, 2.891], [-1.879, -1.267, 3.446], [-2.934, -1.298, 3.716], [-1.311, -1.011, 4.342], [-1.598, -0.240, 2.337], [-1.091, 0.627, 2.758], [-2.526, 0.100, 1.876], [-1.115, -3.305, 3.676], [-2.152, -3.057, 2.263], [0.054, -2.995, 1.316], [0.669, -1.969, 2.634], [-1.521, -1.366, 0.065], [-1.710, -2.520, -0.251], [-2.025, -0.321, -0.624], [-1.730, 0.611, -0.374], [-2.719, -0.464, -1.887], [-1.822, 0.003, -3.032], [-2.316, -0.152, -3.987], [-0.890, -0.557, -3.027], [-1.591, 1.062, -2.926], [-4.028, 0.320, -1.849], [-4.578, 0.178, -2.775], [-4.647, -0.018, -1.022], [-3.829, 1.384, -1.725], [-2.927, -1.533, -1.994], [-0.494, 1.836, 1.091], [1.295, 3.115, 0.130], [2.646, 3.909, -1.539], [4.421, 3.891, -1.400], [3.421, 3.970, 0.071]],
  "atomic_forces_ev_per_a": [[-0.01, 0.23, -0.01], [-0.17, -0.49, 0.13], [0.14, 0.08, -0.10], [0.10, 0.11, -0.10], [0.06, -0.08, 0.11], [0.20, 0.23, 0.00], [0.10, 0.22, -0.05], [-0.07, -0.11, 0.02], [-0.35, 0.06, 0.20], [0.46, 0.07, -0.24], [-0.03, 0.07, 0.01], [0.04, -0.05, 0.07], [-0.04, -0.06, -0.07], [0.03, -0.18, 0.01], [0.12, -0.25, -0.04], [-0.20, -0.11, -0.10], [0.07, -0.01, 0.07], [-0.07, -0.10, 0.04], [0.00, 0.04, 0.09], [-0.03, 0.02, 0.03], [-0.08, 0.13, 0.10], [-0.04, 0.06, -0.07], [0.04, 0.10, 0.02], [-0.03, -0.07, 0.00], [0.00, -0.06, 0.00], [0.12, 0.01, 0.00], [0.05, 0.05, 0.02], [0.08, 0.40, 0.29], [-0.03, -0.53, -0.12], [-0.24, 0.20, -0.20], [0.06, -0.10, 0.03], [-0.12, 0.02, -0.18], [-0.13, -0.24, 0.18], [-0.03, 0.03, -0.15], [0.10, -0.03, -0.03], [0.04, 0.14, -0.01], [0.17, -0.28, 0.01], [-0.09, 0.05, -0.12], [-0.08, 0.00, 0.07], [-0.01, 0.15, 0.01], [0.03, 0.18, 0.02], [-0.10, 0.02, 0.09], [0.05, 0.10, -0.02], [0.02, -0.01, 0.04], [-0.08, 0.04, 0.04], [-0.02, -0.01, -0.04]],
  "mulliken_charge": [-0.94, -0.48, 1.43, -1.03, -0.95, -0.28, -0.62, -0.14, -0.45, -0.79, 0.29, 0.27, 0.27, 0.51, 2.81, -1.24, -0.82, -0.82, 0.33, 0.33, -1.00, 0.36, 0.37, 0.48, 0.29, 0.41, 0.44, -0.41, -0.72, 0.13, 0.33, 0.09, -1.40, 0.43, 0.35, 0.31, -1.40, 0.42, 0.36, 0.32, 0.38, 0.45, 0.37, 0.34, 0.26, 0.35],
  "e_lumo_ev": 0.65
}



Asked for energy above the lowest of the compared OMol25 structures with the same formula, charge and spin across the records above, the calculation gives 547.1 80.0 39.7 178.5 kJ/mol in order.
Asked for calculated total energy across the records above, the calculation gives -23051.612 -57167.716 -45625.258 -25667.317 eV in order.